ORCA calculation (ωB97M-V/def2-TZVPD) on C4H6N2O2 as an isolated structure.

As for the HOMO energy: -9.40 eV. As for the orbital gap: 9.5 eV. As for the LUMO energy: 0.093 eV. The value obtained for the molar mass is 114.10 g mol⁻¹. The max |F| comes out at 9.876 eV/Å. The value obtained for the energy above the lowest of the compared OMol25 structures with the same formula, charge and spin is 228.09 kcal/mol.

ORCA input file:
```
! wB97M-V def2-TZVPD RIJCOSX def2/J DEFGRID3
* xyz 0 1
C -1.17 -0.14 -1.26
C 0.19 -0.13 -0.73
C 0.61 2.18 -0.53
C 0.43 -1.77 1.98
H -1.98 0.00 0.00
H -1.38 0.84 -2.19
H -1.15 -1.47 -1.67
H 1.47 2.91 -0.46
H 0.82 -0.44 2.37
H 0.41 -2.64 2.78
N 0.77 -0.68 0.24
N 0.33 -2.10 0.59
O 1.16 0.92 -0.92
O -0.51 2.52 -0.20
*
```